One molecule with the formula C24H36N4OS. Source: the OMol25 dataset; level of theory: ωB97M-V/def2-TZVPD.

## Properties
- Frontier orbital gap: 8.322 eV
- DFT total energy: -1628.63832 Eh
- Energy above the lowest of the compared OMol25 structures with the same formula, charge and spin: 12.1 kJ/mol
- Highest occupied orbital energy: -7.800 eV
- SMILES string: CC[C@H]1CCCCN1CCCNC(=O)c1ccc2nc(N3CCC(C)CC3)sc2c1

Each line ends with the natural charge from an NBO analysis.
Cartesian coordinates (Å):
C 2.944084 -0.790237 5.135509  -0.604
C 3.987492 -1.648151 4.432744  -0.405
C 4.630397 -0.941902 3.228865  -0.037
C 5.718704 -1.828117 2.590333  -0.419
C 5.118668 -3.002380 1.820003  -0.401
C 4.093153 -2.491101 0.812784  -0.422
C 3.054585 -1.625364 1.534024  -0.210
N 3.625857 -0.504277 2.261380  -0.485
C 4.084648 0.566874 1.387879  -0.217
C 4.144153 1.936089 2.077803  -0.414
C 2.891051 2.249215 2.905221  -0.227
N 1.675129 1.898379 2.216606  -0.615
C 0.874928 2.807353 1.616851  0.659
O 1.062953 4.007911 1.696119  -0.632
C -0.287209 2.229444 0.879565  -0.166
C -1.461126 2.984991 0.814243  -0.157
C -2.577336 2.533076 0.144809  -0.223
C -2.526644 1.300599 -0.498465  0.144
N -3.535571 0.725671 -1.209622  -0.535
C -3.198991 -0.410436 -1.709933  0.340
N -4.023182 -1.216757 -2.390398  -0.427
C -3.547493 -2.332459 -3.172341  -0.203
C -3.392754 -1.926174 -4.639444  -0.411
C -4.719881 -1.392585 -5.185376  -0.215
C -4.571753 -0.937746 -6.633937  -0.597
C -5.204604 -0.244650 -4.295852  -0.410
C -5.299394 -0.696616 -2.838378  -0.217
S -1.517827 -0.926030 -1.355628  0.281
C -1.328237 0.553864 -0.449087  -0.242
C -0.216694 1.000392 0.231601  -0.149
H 2.506204 -1.336062 5.968494  0.210
H 3.395970 0.119432 5.525154  0.199
H 2.151486 -0.519108 4.443617  0.211
H 4.784808 -1.895520 5.137279  0.205
H 3.525839 -2.584853 4.122013  0.194
H 5.110653 -0.035016 3.611832  0.200
H 6.389962 -2.191911 3.370090  0.211
H 6.313803 -1.222263 1.902519  0.199
H 4.635052 -3.694448 2.512260  0.195
H 5.911947 -3.550906 1.306465  0.210
H 3.593232 -3.325671 0.317978  0.210
H 4.594439 -1.896532 0.045558  0.196
H 2.329953 -1.240400 0.810329  0.191
H 2.504786 -2.244208 2.248247  0.192
H 5.073242 0.366611 0.945425  0.176
H 3.374018 0.637993 0.560030  0.197
H 4.260905 2.688737 1.296118  0.216
H 5.013343 2.002050 2.733532  0.201
H 2.845199 3.320607 3.113318  0.236
H 2.925464 1.697150 3.845580  0.199
H 1.490400 0.912958 2.128319  0.403
H -1.469420 3.944126 1.309073  0.235
H -3.485211 3.112978 0.103220  0.225
H -2.598462 -2.684841 -2.764815  0.214
H -4.283508 -3.139555 -3.086654  0.199
H -3.061082 -2.786263 -5.222695  0.212
H -2.629077 -1.148817 -4.715264  0.205
H -5.460597 -2.200317 -5.145131  0.191
H -5.520720 -0.570314 -7.017099  0.210
H -4.242935 -1.762364 -7.262062  0.208
H -3.839344 -0.136876 -6.707823  0.205
H -6.181191 0.106378 -4.631459  0.214
H -4.502653 0.589267 -4.361107  0.207
H -5.571815 0.134391 -2.188431  0.247
H -6.040796 -1.496336 -2.739205  0.191
H 0.688807 0.412171 0.223527  0.200

Force components x, y, z for each atom (eV/Å):
0.1 -0.2 0.0
0.0 0.3 -0.1
0.2 -0.2 0.3
-0.1 0.1 0.0
0.1 0.1 -0.1
-0.1 0.0 0.2
0.0 -0.2 -0.2
-0.2 0.2 0.0
0.2 0.3 0.0
-0.2 -0.2 0.0
0.3 0.2 0.0
0.2 -0.3 0.0
-0.1 -0.1 0.1
0.0 0.3 0.0
-0.1 0.0 -0.2
0.1 0.0 0.1
0.0 -0.1 0.0
0.9 -0.2 0.2
-0.8 0.2 -0.3
0.9 -0.2 0.4
-0.3 -0.3 -0.1
0.3 -0.1 -0.3
-0.3 -0.2 0.2
0.2 0.3 -0.1
-0.1 -0.2 0.2
-0.1 -0.4 0.1
-0.3 0.4 -0.1
-0.4 0.2 -0.1
-0.4 0.1 -0.1
0.0 0.1 0.1
-0.1 0.0 0.1
0.0 0.1 0.0
-0.1 0.1 0.0
0.0 -0.1 0.0
0.1 -0.1 0.0
0.0 0.0 0.0
0.1 0.1 0.0
0.1 0.0 0.0
0.0 -0.1 0.0
0.0 -0.1 0.1
0.0 0.0 -0.1
0.0 0.0 -0.1
0.0 0.0 0.1
-0.1 -0.1 -0.1
-0.1 0.0 -0.1
0.0 0.0 0.0
0.1 0.0 0.0
0.1 0.1 0.0
0.0 -0.2 0.1
0.0 0.1 0.0
-0.1 0.1 0.0
0.0 0.1 0.0
-0.1 0.1 0.0
-0.1 -0.1 0.0
0.1 0.0 0.0
0.1 0.0 -0.1
0.1 0.0 0.0
0.0 0.0 0.0
-0.1 0.1 -0.1
0.0 -0.1 -0.1
0.1 0.1 0.0
0.0 0.1 0.0
0.0 0.1 0.0
-0.1 -0.2 0.0
0.0 0.0 0.0
0.1 0.0 0.0